DFT (the ωB97M-V functional and the def2-TZVPD basis) results for C48H82Br18Cl4O12P as an isolated structure in a non-equilibrium geometry.

Structure (ORCA input):
```
! RIJCOSX wB97M-V def2-TZVPD def2/J DEFGRID3
* xyz 1 1
C 1.906 -1.594 5.685
Br -4.115 1.256 5.772
H -1.032 3.672 2.327
O -2.017 1.608 -4.389
Cl 2.408 6.996 1.784
Br 8.673 -1.038 -0.846
H 2.053 1.331 5.207
H 5.863 3.595 0.942
H -0.122 2.642 3.371
H 6.388 4.770 -0.915
H 1.226 4.276 1.123
H 7.038 1.116 -2.237
H 2.514 5.598 -4.106
O -7.468 2.926 1.548
C 4.287 4.924 -1.574
C -0.027 3.507 2.716
H -0.643 -3.361 -5.872
H 5.461 6.135 -0.299
C 0.687 2.210 0.574
O -2.653 1.504 -2.179
C 4.145 -3.536 0.395
H 2.114 1.581 -3.888
H 3.530 5.708 -1.522
H 6.876 0.713 3.581
C -6.986 -4.951 2.608
C -2.951 1.362 -3.367
Cl 6.722 0.850 -4.527
H 2.902 -1.905 5.371
H -6.807 -7.159 3.003
H 3.297 -0.578 -4.519
C 2.178 6.681 3.490
H -4.466 1.832 0.584
H 5.054 -2.993 0.135
Br -3.230 4.287 4.646
C -6.469 -4.396 1.287
C -0.186 -1.574 -0.032
H -7.214 -4.191 0.518
O -3.462 -2.373 -4.843
Cl 5.357 -0.615 -2.383
C 5.404 5.078 -0.562
H -4.537 2.547 -5.373
H -3.967 -1.125 -6.387
H 2.687 0.474 -5.795
H 0.723 1.280 -4.688
Cl 3.260 5.421 4.211
H -1.867 2.110 4.986
H 3.552 -0.884 0.531
O 0.543 -1.892 3.626
O -4.613 -7.273 1.248
H 0.233 4.389 3.301
H -2.526 0.595 -6.110
H -4.763 0.895 -5.952
H -2.454 2.342 -6.439
H -6.788 -4.263 3.430
C -6.222 -6.265 2.787
H -4.503 -0.041 -3.820
H 2.542 -0.746 -1.973
C 0.809 0.192 -2.885
H 2.169 7.588 4.094
C 1.869 0.081 -1.745
H 2.738 -2.735 -1.063
H -2.408 -3.409 -7.551
C -1.437 -0.946 -0.395
Br 0.421 4.095 -4.120
C -6.194 2.414 2.026
Br 1.855 -6.521 1.138
H 1.130 2.401 -0.404
C -7.521 3.018 0.161
H -0.022 -2.360 -0.770
H 1.481 -2.551 5.989
H 2.056 -3.577 0.261
H -1.519 -0.792 -1.470
H 0.898 -4.429 2.330
H 0.655 1.459 6.260
C -3.027 -2.901 4.019
H -2.704 -2.799 -0.481
O -5.673 -5.423 0.645
H 1.942 3.134 2.133
H -1.602 0.044 0.030
C 0.996 3.341 1.633
C -5.277 2.537 0.767
H -2.229 -2.879 3.277
H -6.275 1.377 2.352
H -2.142 -1.767 -7.663
C -4.005 -1.195 -0.533
Br 4.337 1.394 3.569
H -0.755 -1.618 -5.809
C -4.285 1.021 -3.932
H 4.094 -4.459 -0.181
H -4.376 -2.944 -6.658
H -8.067 -5.073 2.539
Br 0.252 -6.094 3.973
H -4.016 -1.172 -1.623
C 5.946 0.234 3.276
Br -2.754 1.501 2.778
C 1.846 -0.383 6.587
O 3.713 2.123 0.305
H 9.962 -2.795 0.451
H -0.377 2.095 0.368
C -5.459 -6.408 1.479
C 6.160 0.887 -2.842
Br -1.204 -5.348 1.092
C 1.994 5.034 -4.880
Br -2.434 -1.765 5.534
P 1.301 -0.437 -0.043
C 1.063 0.819 1.109
H -4.732 3.467 0.935
H 2.522 0.952 -1.696
H 1.326 -0.554 7.529
C -2.416 -2.518 -6.922
C -2.680 1.587 -5.686
Br 1.486 6.403 -6.222
O -8.536 3.410 -0.427
H -4.862 -1.822 -0.286
H 3.653 -4.556 2.209
C 5.009 4.180 0.602
H 4.543 4.662 1.462
Br 3.284 3.672 -5.572
H 2.422 -1.736 1.693
H -4.149 -0.196 -0.122
O 0.682 0.115 4.643
C 0.527 -5.434 2.127
Br -3.279 -4.770 4.435
Br 5.929 -1.493 4.214
H -0.344 -1.991 0.963
C 2.867 -2.895 0.007
Br 7.745 -3.514 1.034
H -5.909 3.401 -1.168
H -6.227 1.717 -1.057
C 1.304 0.750 5.745
Br 6.187 -0.020 1.323
C -6.173 2.623 -0.453
C 4.384 -3.798 1.927
C -1.348 -2.531 -5.830
C 1.494 0.725 -4.154
C 4.014 3.217 -0.092
H 0.503 0.458 1.972
O -1.705 -2.563 -3.435
H 5.383 -4.196 2.107
H -5.776 3.028 2.824
C 2.643 -1.474 0.659
H 4.186 -2.974 2.612
C 9.110 -2.163 0.700
C -4.119 1.540 -5.356
Br 9.336 -1.060 2.297
H 5.479 1.737 -2.818
H 0.049 0.963 -2.757
H -5.506 -6.154 3.601
C -2.721 -1.819 -0.003
C -2.117 -2.503 -4.572
H 0.309 -0.751 -3.106
H 1.154 6.310 3.537
O 3.759 3.605 -1.300
H 1.976 -1.063 -5.507
C 0.984 -1.211 4.545
H -2.693 -1.929 1.081
Br -4.720 -2.070 3.402
H 2.836 0.044 6.753
C 2.390 -0.197 -4.989
H 2.059 0.987 1.520
C -2.875 2.235 4.591
C -3.726 -2.177 -6.236
H 4.563 4.843 -2.625
H -5.098 1.546 -3.431
H -5.846 -3.518 1.457
*
```

Output
**LUMO level**: -2.49 eV

Atom charges from the Löwdin analysis, given in e for atoms 1 to 8:
1. C -0.06
2. Br 0.54
3. H 0.03
4. O -0.03
5. Cl 0.55
6. Br 0.54
7. H 0.06
8. H 0.12